No. 1
24
Properties=species:S:1:pos:R:3 method="wB97M-V/def2-TZVPD" e_homo_ev=-8.57 orbital_gap_ha=0.3382 e_above_lowest_kcal_mol=225.9 largest_force_ev_per_a=13.51 energy_ha=-443.24376 multiplicity=1
C 1.9028 0.3815 0.1748
C 0.6303 0.5822 0.9440
C -0.6919 0.0899 0.4190
C -0.7755 -0.7552 -0.7565
C -1.8595 -1.1562 -1.2257
C -3.0518 -0.9230 -0.5026
C -3.0582 -0.0819 0.5703
C -1.9149 0.4181 1.0324
C 2.2395 1.1733 -1.1010
C 2.9666 1.2612 0.1849
H 3.2279 -1.1557 -0.6651
H 2.3612 -1.4734 1.3649
H 0.7759 1.7240 1.1824
H 0.6615 0.0189 2.0214
H -0.0215 -0.8613 -1.1915
H -1.9206 -1.5925 -2.4137
H -4.1730 -1.3409 -1.0888
H -4.0727 0.1502 0.9556
H -1.8221 0.6780 2.0552
H 1.4664 1.8161 -1.2317
H 3.0936 0.4500 -1.9342
H 4.1222 1.1159 0.4784
H 2.7391 2.4485 0.7275
N 2.1769 -1.1310 0.1859

No. 2
27
Properties=species:S:1:pos:R:3 method="wB97M-V/def2-TZVPD" e_homo_ev="-7.86 / -7.70" orbital_gap_ha="0.2601 / 0.2409" e_above_lowest_kcal_mol=117.5 largest_force_ev_per_a=5.77 energy_ha=-914.72844 multiplicity=1
C -3.9568 1.1701 0.1812
C -2.6817 1.7000 0.2754
C -4.2043 -0.1154 0.0168
C -1.6579 0.8712 -0.1655
C -3.1902 -0.9837 -0.2679
C -1.8900 -0.3965 -0.3350
C 3.3767 0.8082 -0.2006
C 2.3451 0.3174 -1.1314
C 1.0802 -1.7870 1.4993
C 1.2516 -2.9804 0.8690
N 1.9793 1.3514 -0.2668
N 0.2014 -1.9574 0.5688
O -0.9648 -2.5370 -1.6999
P -0.4131 -1.4169 -0.9561
H -4.8304 1.8050 0.4110
H -2.4596 2.7571 0.5199
H -5.2534 -0.2741 0.0588
H -0.6927 1.3434 -0.4309
H -3.1693 -2.0687 -0.4042
H 3.6200 0.1747 0.5789
H 4.1278 1.4779 -0.4815
H 2.3963 0.5630 -2.1592
H 1.7717 -0.6060 -0.9321
H 1.6751 -1.0056 1.9450
H 1.4556 0.8995 0.5991
H 2.0481 -3.1138 -0.0525
H 1.0107 -3.8984 1.3682

No. 3
28
Properties=species:S:1:pos:R:3 method="wB97M-V/def2-TZVPD" e_homo_ev="-8.02 / -7.87" orbital_gap_ha="0.2416 / 0.2065" e_above_lowest_kcal_mol=173.5 largest_force_ev_per_a=4.20 energy_ha=-1026.27604 multiplicity=1
C -4.5212 -0.0364 0.5194
C -4.1107 -1.4294 0.2796
C -3.5933 1.0202 0.3724
C -2.8573 -1.7494 -0.2264
C -2.3447 0.6634 -0.1537
C -2.0304 -0.6362 -0.5128
C -1.1304 1.4134 -0.3792
C -0.9225 2.8518 -0.3116
C 4.3214 -0.1780 0.2008
C 2.1701 -1.8770 -0.4277
N -0.7744 -0.6883 -0.9633
N 2.0486 0.7246 -0.9412
N -0.3245 0.4887 -0.8426
O 1.9199 -0.0288 1.5643
S 2.4103 -0.2110 0.2187
H -5.5243 0.1695 1.1015
H -4.7797 -2.2127 0.6489
H -3.9792 1.9498 0.5877
H -2.7098 -2.8597 -0.3357
H -1.3082 3.2597 0.6018
H 0.1683 3.0042 -0.3178
H -1.3639 3.4202 -1.2173
H 4.6847 -0.8576 -0.5917
H 4.3792 0.9041 -0.0413
H 4.8545 -0.1905 1.1485
H 2.6762 -1.9047 -1.3432
H 2.4319 -2.6430 0.2760
H 1.1565 -1.8976 -0.5617

No. 4
27
Properties=species:S:1:pos:R:3 method="wB97M-V/def2-TZVPD" e_homo_ev="-10.56 / -10.56" orbital_gap_ha="0.1833 / 0.1833" e_above_lowest_kcal_mol=67.8 total_charge=+1 largest_force_ev_per_a=2.20 energy_ha=-607.53844 multiplicity=1
C -0.5023 3.0403 0.3400
C 0.0704 3.3918 -0.8424
C 0.5373 0.8606 0.1591
C -0.2761 1.7545 0.8916
C 1.0847 1.2734 -1.0390
C -2.0479 -2.0443 -0.3158
C 0.8999 -0.5069 0.6888
C 1.3222 -1.4563 -0.4376
C -1.1230 -1.5372 -1.1814
C 0.1341 -2.2970 -0.9624
N -1.5352 -3.0579 0.4124
N 0.8416 2.5011 -1.5020
N -0.3124 -3.2341 0.0389
N -0.8375 1.4277 2.0669
H -1.1125 3.7485 0.8774
H -0.0600 4.3673 -1.2848
H -3.0681 -1.7534 -0.1593
H 1.7322 -0.3912 1.3884
H 0.0667 -0.9414 1.2491
H 1.7145 -0.8520 -1.2601
H 2.1006 -2.1399 -0.1007
H -1.2326 -0.7345 -1.8808
H 0.4635 -2.8280 -1.8661
H 1.2870 2.7848 -2.3682
H 0.2498 -3.9549 0.4674
H -1.4003 2.0938 2.5664
H -0.6164 0.5629 2.5247

No. 5
28
Properties=species:S:1:pos:R:3 method="wB97M-V/def2-TZVPD" e_homo_ev=-8.68 smiles="CCC/N=C(/NC#N)Nc1cccnc1" orbital_gap_ha=0.3430 e_above_lowest_kcal_mol=0.0 largest_force_ev_per_a=2.81 energy_ha=-662.60468 multiplicity=1
C 4.2052 -1.9484 0.1734
C 3.1651 -0.8755 0.6445
C 3.0229 0.2267 -0.4401
C 0.8925 1.2167 -0.1227
C -1.1341 2.5187 0.0319
C -0.9661 -0.4675 -0.2352
C -1.4848 -0.4245 1.0461
C -2.6630 -1.0449 1.3078
C -3.3015 -1.7723 0.2917
C -1.7178 -1.1935 -1.1939
H 3.7741 -2.5034 -0.6638
H 5.1500 -1.5035 -0.1286
H 4.3789 -2.7080 0.9430
H 2.1725 -1.3320 0.7629
H 3.4894 -0.4223 1.6172
H 2.6885 -0.2288 -1.3668
H 4.0227 0.5789 -0.6436
H 0.7719 3.0467 0.6865
H 0.6322 -0.2161 -1.5252
H -0.9380 0.1580 1.7723
H -3.1204 -1.0899 2.3350
H -4.2330 -2.2999 0.4242
H -1.3484 -1.2977 -2.2234
N 2.1598 1.3115 -0.0576
N 0.1639 2.2757 0.3614
N -2.2280 2.7566 -0.2604
N 0.1858 0.1696 -0.6919
N -2.7889 -1.8843 -0.9243

No. 6
35
Properties=species:S:1:pos:R:3 method="wB97M-V/def2-TZVPD" e_homo_ev=-1.72 orbital_gap_ha=0.1072 total_charge=-1 largest_force_ev_per_a=1.84 energy_ha=-1168.57000 multiplicity=1
N -3.1770 1.2665 -1.8122
C -1.9198 0.4971 -1.8101
N -2.0890 -0.7428 -1.1003
C -2.2589 -1.0613 0.2135
N -2.2454 -0.2198 1.2296
C -2.0279 1.2042 1.1897
O -0.7065 1.3019 0.7555
O -0.3053 2.6540 0.7894
N -2.4131 -2.3869 0.3764
C -2.3022 -2.8906 -0.8396
N -2.0940 -1.9572 -1.7425
N -1.9309 -2.1681 -3.1264
H -3.9419 0.6010 -1.8206
H -3.2371 1.8392 -2.6439
H -1.6424 0.2966 -2.8473
H -1.1081 1.0852 -1.3875
H -2.3563 -0.6449 2.1358
H -2.1121 1.5828 2.2137
H -2.7273 1.7744 0.5703
H -0.0025 2.8066 -0.1151
H -2.3578 -3.9516 -1.0251
H -1.2516 -1.5026 -3.4866
H -1.4686 -3.0706 -3.1951
C 3.8818 -1.0131 0.9534
C 5.1155 -0.3663 1.1806
C 5.0214 1.0773 1.7715
O 6.0495 1.6996 2.0719
C 3.7267 1.6458 1.9404
C 2.5152 0.9975 1.7027
C 2.6093 -0.4775 1.2069
O 1.5551 -1.1444 1.0293
O 1.3606 1.4579 1.8250
O 6.2373 -0.8413 0.9547
H 3.8840 -2.0236 0.5494
H 3.7195 2.6751 2.2923

No. 7
40
Properties=species:S:1:pos:R:3 method="wB97M-V/def2-TZVPD" e_homo_ev="-3.15 / -6.28" orbital_gap_ha="0.2214 / 0.3049" e_above_lowest_kcal_mol=8.7 total_charge=-1 largest_force_ev_per_a=4.14 energy_ha=-2121.75118 multiplicity=3
Pt -0.6861 -0.5197 -0.1400
N -0.6586 1.9580 -2.1306
C 0.5953 1.7915 -1.5121
N 1.5930 2.6509 -1.7371
C 2.7572 2.5087 -1.0891
N 3.7466 3.3197 -1.5630
N 3.0410 1.6363 -0.1167
C 1.9143 0.8296 0.1377
N 0.7897 0.7668 -0.6716
C 1.9513 -0.2387 1.0179
C 3.1449 -0.5916 1.6434
C 3.1205 -1.6852 2.5733
C 1.9230 -2.4244 2.7319
C 0.7811 -1.9066 2.1825
N 0.7767 -0.8439 1.3185
H -0.5986 2.7242 -2.8142
H -1.4978 2.1072 -1.4857
H 3.3556 4.0651 -2.2374
H 4.6615 3.4619 -1.1407
H 4.0001 0.0819 1.6408
H 3.9648 -1.8364 3.2300
H 1.9073 -3.2657 3.4574
H -0.2252 -2.4142 2.3576
O -4.3742 -1.1508 -0.9875
P -3.7894 -1.3283 0.5141
O -4.6576 -2.2501 1.2989
O -2.2600 -1.6509 0.3649
O -3.8853 0.1587 1.1778
P -2.9678 1.4031 0.7227
O -3.4532 2.4917 1.8842
O -3.3066 1.8310 -0.6732
O -1.5282 1.1899 1.0254
H -4.0969 -0.3215 -1.3604
H -2.8163 2.5442 2.6053
C -0.8792 -2.5163 -2.3317
C -0.0561 -2.0522 -1.1732
O 1.0352 -2.5680 -0.9735
H -1.8974 -2.0938 -2.3684
H -1.0886 -3.5908 -2.1565
H -0.3360 -2.2714 -3.2215

No. 8
25
Properties=species:S:1:pos:R:3 method="wB97M-V/def2-TZVPD" e_homo_ev=-8.76 smiles="C=C(C(=O)n1cccc1)C(C)C" orbital_gap_ha=0.3514 e_above_lowest_kcal_mol=61.0 largest_force_ev_per_a=4.65 energy_ha=-518.74569 multiplicity=1
C 0.5900 -3.3581 -2.0686
C 0.0702 -2.3094 -2.8687
C 1.0747 -2.8389 -0.9147
C 0.1991 -1.1742 -2.1274
C 1.6847 1.4098 -0.4484
C 0.8062 0.6788 0.1936
C 0.9000 -0.8749 0.3317
C -0.3299 0.8318 2.3612
C -1.7592 0.7175 0.3085
C -0.3969 1.1973 0.8572
N 0.6732 -1.5638 -0.8291
O 1.2756 -1.4600 1.2693
H 0.6645 -4.3929 -2.2897
H -0.3534 -2.4109 -3.8498
H 1.3311 -3.3105 -0.0080
H -0.1698 -0.3045 -2.3988
H 1.4902 2.4279 -0.6469
H 2.3992 0.8983 -0.9830
H -0.4507 -0.2990 2.3041
H 0.4221 1.2610 2.9522
H -1.0993 1.2986 3.0759
H -1.8418 -0.4462 0.4474
H -2.6841 1.1476 0.6703
H -1.7253 0.6483 -0.8350
H -0.3552 2.2811 0.9347